39
Properties=species:S:1:pos:R:3:forces:R:3:nbo_charge:R:1 method="wB97M-V/def2-TZVPD" e_lumo_ev=0.35 fmax_ev_per_a=0.5 homo_lumo_gap_ev=8.291
Li -1.4684 0.7053 -1.6212 0.46 0.07 -0.01 0.786
Se 1.0850 0.3922 -2.1806 -0.36 0.06 -0.06 -0.627
P 1.0175 0.3856 -0.0259 0.00 0.04 0.07 0.986
Se -0.9816 0.5053 0.8067 -0.02 -0.04 -0.05 -0.672
C 1.8942 -1.0818 0.5914 0.05 -0.13 0.04 -0.312
C 3.2600 -1.1875 0.3218 0.01 -0.05 0.02 -0.210
C 3.9711 -2.2971 0.7496 -0.06 0.04 0.00 -0.211
C 3.3212 -3.3108 1.4473 -0.03 0.03 -0.01 -0.198
C 1.9643 -3.2086 1.7152 0.00 0.05 -0.02 -0.213
C 1.2481 -2.0931 1.2900 0.10 -0.02 0.00 -0.220
C 2.0184 1.7406 0.6663 -0.01 0.14 0.03 -0.425
C 2.6063 2.7002 -0.1465 0.06 0.03 0.10 -0.193
C 3.3506 3.7308 0.4234 -0.04 -0.07 -0.05 -0.212
C 3.5064 3.7994 1.7978 -0.01 0.01 -0.01 -0.197
C 2.9158 2.8403 2.6142 0.00 -0.03 -0.01 -0.230
C 2.1732 1.8167 2.0529 -0.02 -0.04 -0.08 -0.127
H 3.7629 -0.3997 -0.2285 -0.01 -0.02 0.01 0.226
H 5.0315 -2.3737 0.5402 -0.05 0.01 0.00 0.216
H 3.8773 -4.1781 1.7827 -0.03 0.03 -0.01 0.214
H 1.4585 -3.9964 2.2600 0.01 0.02 -0.01 0.214
H 0.1909 -1.9996 1.5032 -0.01 -0.01 0.00 0.237
H 2.4828 2.6336 -1.2198 0.00 0.01 -0.01 0.240
H 3.8098 4.4778 -0.2119 -0.01 -0.02 0.00 0.215
H 4.0858 4.6013 2.2382 0.00 -0.01 0.00 0.213
H 3.0364 2.8930 3.6889 -0.01 0.00 -0.01 0.215
H 1.7044 1.0736 2.6886 0.01 0.01 -0.01 0.216
C -5.6893 0.4231 -2.7549 0.03 0.08 -0.05 -0.934
As -3.9601 -0.0241 -1.9892 0.14 -0.21 0.20 0.815
C -3.8495 -1.8864 -2.5666 -0.04 0.02 0.01 -0.944
C -4.5091 -0.3297 -0.1398 -0.05 0.00 -0.04 -0.944
H -6.4092 -0.3407 -2.4682 -0.06 -0.01 -0.01 0.222
H -5.6160 0.4686 -3.8392 0.00 0.00 -0.03 0.233
H -6.0175 1.3916 -2.3844 -0.02 0.02 0.01 0.234
H -4.7001 -2.4514 -2.1885 -0.03 -0.02 0.00 0.221
H -2.9283 -2.3288 -2.1919 0.02 -0.01 0.02 0.238
H -3.8395 -1.9319 -3.6539 0.01 0.00 -0.03 0.231
H -5.4901 -0.8036 -0.1096 0.00 -0.02 0.00 0.218
H -4.5407 0.6146 0.4001 -0.02 0.02 0.00 0.235
H -3.7732 -0.9706 0.3421 0.02 0.00 0.00 0.246